[1]
Computed, not measured: C13H12HgO5P as an isolated structure, with ωB97M-V/def2-TZVPD.

XYZ file:
```
32
Properties=species:S:1:pos:R:3:forces:R:3:lowdin_charge:R:1
O -0.913823 3.493957 -6.624451 -0.013 0.368 -1.787 0.17
C -0.919274 3.168483 -5.570074 -0.028 0.535 0.502 -0.11
Hg -0.745836 2.339413 -3.346082 -0.358 -1.805 0.365 0.80
C -0.957408 2.086266 -0.098593 -1.960 2.060 3.656 -0.08
O -1.347437 2.476078 0.927580 1.666 -1.708 -3.869 0.04
C -1.172802 -0.734318 -2.433969 -2.368 -5.958 0.874 -0.06
O -1.677294 -1.785530 -2.258496 2.432 5.289 -0.885 0.09
C 1.684083 1.153199 -2.502728 2.442 0.905 -1.591 -0.15
O 2.700566 1.475156 -2.924090 -2.088 -0.772 1.137 0.07
C -3.752638 1.243705 -2.325540 1.733 0.605 -0.217 -0.06
O -4.787342 0.881045 -2.175774 -1.766 -0.597 0.264 0.10
H -1.009260 0.315847 -3.647888 0.157 1.680 0.920 0.02
C 2.581010 0.636951 0.644109 -1.417 0.131 -0.651 -0.26
P 0.985467 -0.110342 -0.025210 1.589 -0.666 0.896 0.81
C 1.765981 -1.728904 -0.497632 -0.153 -0.707 -0.293 -0.28
C 0.196284 -0.565244 1.557533 -0.296 -0.833 1.149 -0.41
C 0.565936 -0.018560 2.824852 -0.626 -0.409 -0.236 -0.08
C -0.171842 -0.372491 3.985922 0.627 0.273 -0.490 -0.08
C -1.257668 -1.250102 3.903680 0.159 -0.490 0.017 -0.09
C -1.579251 -1.861565 2.678207 0.508 0.156 -0.690 -0.08
C -0.836677 -1.548164 1.509857 -0.313 0.513 0.457 -0.11
H 3.267178 0.844343 -0.157495 0.461 -0.226 -0.250 0.02
H 2.997854 0.085516 1.462020 0.407 -0.721 0.097 0.04
H 2.315313 1.576943 1.058354 -0.202 1.174 0.377 0.02
H 2.392808 -2.053281 0.362107 -0.414 -0.071 -0.742 0.06
H 2.351364 -1.747433 -1.444831 -0.082 0.591 0.719 0.05
H 0.981087 -2.467445 -0.730173 0.180 0.085 0.534 0.02
H 1.442249 0.658054 2.915869 -0.897 -0.524 -0.039 0.10
H 0.164717 0.026561 4.962368 -0.395 -0.265 -0.711 0.11
H -1.788664 -1.555891 4.825406 0.290 0.349 -0.720 0.11
H -2.388047 -2.608030 2.604367 0.511 0.494 0.168 0.11
H -1.086647 -2.054208 0.540810 0.212 0.545 1.035 0.09
```
Forces are in eV/Å.

Results
- HOMO (alpha / beta): -10.929 / -10.942 eV
- Lowest unoccupied orbital energy (alpha / beta): -0.2204 / -0.2287 hartree
- Total charge: +1
- Kohn-Sham gap (alpha / beta): 4.93 / 4.72 eV
- Energy above the lowest of the compared OMol25 structures with the same formula, charge and spin: 44.12 kcal/mol
- 2S+1: 1

[2]
Computed, not measured: a 2-piece molecular cluster, C22H29N3O4S overall, with ωB97M-V/def2-TZVPD.

XYZ file:
```
59
Properties=species:S:1:pos:R:3:forces:R:3:lowdin_charge:R:1
C 6.907628 2.512508 1.485219 -0.005 0.133 -0.309 -0.18
C 5.893714 1.376536 1.588015 -0.550 -0.100 -0.284 -0.12
N 5.097726 1.262602 0.348249 -0.566 0.779 -0.037 -0.10
C 3.828569 0.610898 0.377393 0.941 -0.058 -0.096 -0.18
C 3.687337 -0.703736 -0.097243 0.347 0.540 -0.138 0.02
C 2.473527 -1.329210 -0.091964 -0.539 -0.244 0.021 0.03
C 1.306119 -0.652990 0.332245 -0.107 0.046 0.051 -0.19
C 0.047965 -1.308362 0.268006 0.252 0.340 -0.246 0.15
C -1.226271 -0.681307 0.227468 -0.333 0.280 -0.056 -0.18
C -1.396883 0.654341 -0.209450 0.249 -0.425 -0.081 -0.01
C -2.636889 1.229121 -0.283327 -0.733 -0.092 -0.014 0.01
C -3.791427 0.515504 0.094998 -0.183 0.535 0.525 -0.19
N -5.079491 1.145361 0.172426 -0.958 -0.650 -0.132 -0.11
C -5.443321 1.764251 1.474677 0.670 -0.412 -0.350 -0.12
C -6.886416 2.264151 1.522081 -0.122 -0.148 -0.387 -0.19
O -7.216156 3.039719 0.380841 0.322 0.383 0.015 -0.14
C -7.060488 2.307839 -0.824302 -0.027 -0.161 0.371 -0.18
C -5.616632 1.841898 -1.020576 0.813 -0.222 0.290 -0.13
C -3.631561 -0.823920 0.497347 -0.566 0.580 -0.044 0.01
C -2.396856 -1.409895 0.543865 0.666 -0.072 -0.090 0.02
C 1.460896 0.661946 0.836525 -0.092 -0.218 -0.012 -0.01
C 2.688112 1.262450 0.880094 0.493 0.064 0.086 0.01
C 5.936275 1.204118 -0.864156 -0.443 -0.519 0.305 -0.13
C 6.918791 2.373405 -0.877378 -0.074 0.182 0.359 -0.18
O 7.701416 2.405346 0.309080 0.160 -0.422 0.079 -0.14
H 6.410731 3.489971 1.466119 -0.253 -0.067 0.054 0.12
H 7.591842 2.514010 2.344026 -0.140 -0.174 -0.287 0.13
H 6.405070 0.422111 1.751387 0.222 -0.020 0.106 0.13
H 5.214239 1.530798 2.433438 0.126 0.086 -0.110 0.13
H 4.559008 -1.220317 -0.458776 0.153 -0.155 -0.076 0.12
H 2.386835 -2.342678 -0.445045 -0.093 -0.331 -0.110 0.13
H 0.060792 -2.384965 0.195981 0.038 -0.430 -0.069 0.12
H -0.536175 1.197408 -0.555639 0.092 0.167 -0.089 0.11
H -2.742473 2.243348 -0.627930 0.018 0.211 -0.079 0.12
H -5.277179 1.014202 2.257659 -0.112 0.138 -0.064 0.13
H -4.745522 2.586282 1.666588 -0.106 0.270 0.136 0.12
H -7.605113 1.437564 1.582932 0.194 -0.216 0.022 0.12
H -7.052904 2.897830 2.402769 0.220 -0.110 -0.261 0.13
H -7.764863 1.466894 -0.793975 0.219 -0.216 -0.087 0.12
H -7.381233 2.963199 -1.644081 0.277 -0.110 0.215 0.13
H -4.970857 2.692651 -1.256077 -0.168 0.338 -0.151 0.11
H -5.555107 1.146118 -1.865191 -0.107 0.118 0.093 0.13
H -4.512015 -1.392371 0.745440 -0.163 -0.060 0.089 0.12
H -2.298748 -2.440065 0.844195 0.000 -0.214 -0.008 0.13
H 0.602324 1.181221 1.225239 -0.069 0.087 0.150 0.11
H 2.795399 2.258153 1.273912 0.027 0.217 0.086 0.12
H 6.476184 0.252001 -0.880662 0.311 0.001 -0.149 0.12
H 5.289921 1.230652 -1.749717 0.105 0.091 0.179 0.13
H 7.609455 2.318761 -1.729203 -0.152 -0.200 0.309 0.13
H 6.391117 3.332213 -0.950508 -0.259 -0.092 -0.091 0.12
C -1.242963 -5.997829 -1.059101 0.329 0.009 -0.056 -0.20
S 0.411433 -5.633005 -1.743131 -0.939 2.312 -1.588 0.46
N 0.089573 -4.140374 -2.330002 -1.516 -1.875 3.063 -0.26
O 1.321042 -5.583405 -0.569447 -0.633 -0.710 -1.308 -0.45
O 0.599818 -6.615149 -2.842257 0.477 0.704 1.861 -0.43
H -1.277170 -7.009262 -0.666310 0.291 -0.144 0.019 0.05
H -1.472038 -5.303914 -0.257374 0.170 0.163 0.093 0.02
H -2.002486 -5.899250 -1.828086 0.211 0.063 -0.245 0.04
H 0.656373 -3.735398 -3.007288 1.615 0.024 -1.471 -0.09
```
Forces are in eV/Å.

Results
- HOMO: -6.344 eV
- Lowest unoccupied orbital energy: -0.1109 hartree
- Kohn-Sham gap: 3.33 eV
- Energy above the lowest of the compared OMol25 structures with the same formula, charge and spin: 169.25 kcal/mol
- 2S+1: 1

[3]
Computed, not measured: C27H33BCaCl2F4N5O9 as an isolated structure, with ωB97M-V/def2-TZVPD.

XYZ file:
```
82
Properties=species:S:1:pos:R:3:forces:R:3:lowdin_charge:R:1
C 2.413354 -1.508723 1.466959 -0.556 -0.250 -0.657 -0.07
C 2.553431 -0.131251 0.579263 0.804 2.859 -1.427 -0.07
C 1.338922 1.002708 0.409526 3.075 0.104 -0.650 -0.01
C -0.094055 0.684140 1.194955 0.392 1.129 -0.807 -0.08
C -1.024316 -0.188541 0.113283 0.172 -1.039 0.002 -0.56
N -2.241971 0.569586 -0.370652 -0.246 -1.148 0.053 0.04
N -0.196960 -0.542082 -1.102707 -1.147 -0.185 0.611 0.05
N -1.477484 -1.503400 0.775955 1.052 0.531 -0.140 0.03
C 1.523200 2.388478 -0.507858 2.284 -1.820 -0.117 0.01
C 0.294650 3.509175 -0.670890 0.456 -0.835 -0.289 -0.07
B 0.748757 5.022911 -0.137270 0.734 1.740 -0.180 -0.40
O 1.449992 5.244339 1.158860 0.164 -0.420 -3.523 0.03
O 0.431059 6.173071 -1.052114 1.386 -3.827 0.420 0.03
C 2.966773 2.633265 -1.314945 -0.650 -4.405 2.758 -0.07
O 3.262674 3.807197 -2.150603 -2.568 -3.226 -2.950 -0.06
C 2.824950 3.485834 -3.542359 2.956 -0.257 -7.199 -0.13
N 2.906039 3.325848 -4.845975 -1.178 1.386 11.757 0.13
C 4.113493 1.473513 -1.148860 -0.626 -1.613 1.615 0.02
C 3.959308 0.129317 -0.222975 -3.148 3.982 1.618 -0.20
C 5.306789 -0.804125 -0.238358 -0.177 -1.755 2.613 -0.31
O 5.543641 -1.932176 0.436451 -0.881 7.496 -4.427 -0.03
N 6.182072 -0.027391 -1.230204 -1.596 0.380 0.801 -0.03
F 7.485828 0.028881 -0.802929 -0.014 0.110 -0.336 0.01
C 5.617025 1.296911 -1.778072 0.961 4.196 -2.720 -0.17
O 6.224279 2.135775 -2.647160 -3.651 -6.001 5.968 0.00
H 3.409035 -1.872851 1.968798 -1.828 1.086 -1.129 0.08
H 2.085163 -2.384585 0.727281 0.715 1.868 1.372 0.08
H 1.574137 -1.467057 2.295811 1.753 0.244 -1.751 0.08
H 0.066522 0.106840 2.211595 -0.084 1.043 -2.355 0.11
H -0.646855 1.696121 1.491131 1.292 -2.144 -0.810 0.12
H -3.060517 0.357965 0.256290 1.283 0.378 -0.578 0.06
H -2.514201 0.150932 -1.304813 0.557 0.488 1.546 0.07
H -0.427435 0.041125 -1.938591 0.260 -0.850 1.184 0.09
H -0.190666 -1.564665 -1.310976 -0.267 1.425 0.135 0.01
H -0.664196 -2.177583 0.839827 -1.144 1.201 0.097 0.07
H -1.827455 -1.329674 1.748138 0.667 -0.114 -1.183 0.08
H -0.686389 3.190614 -0.096009 2.119 0.326 -1.103 0.11
H -0.015521 3.571515 -1.817065 0.701 -0.266 2.332 0.12
H 2.442180 5.383273 0.994518 -2.223 -0.086 0.340 0.13
H 0.472359 5.772137 -1.989492 -0.428 1.059 2.135 0.11
C -7.931272 2.136946 -3.041587 0.454 0.337 0.173 -0.12
C -7.358840 2.284175 -1.643949 -0.276 1.400 0.107 -0.18
O -7.083691 0.995606 -1.075374 0.442 -1.786 -0.705 -0.02
C -5.890854 0.419995 -1.430000 1.292 2.545 -1.171 -0.37
O -5.078993 0.940703 -2.189939 -2.010 -1.779 1.582 0.18
C -5.707029 -0.918694 -0.716155 2.141 -2.334 2.346 -0.48
F -6.836579 -1.683894 -0.729233 -0.129 0.757 -0.724 0.12
F -5.373111 -0.758275 0.596605 -0.641 0.360 -1.854 0.18
F -4.725079 -1.686437 -1.267561 -1.340 1.393 0.097 0.16
H -8.811113 1.485600 -3.030717 -1.186 1.554 0.280 -0.01
H -8.216551 3.111135 -3.448213 -0.071 -0.275 -0.017 0.14
H -7.204101 1.677905 -3.718773 0.545 0.203 -0.539 0.06
H -8.097149 2.767672 -0.995380 0.362 -0.062 0.245 0.14
H -6.463364 2.916087 -1.638441 -0.247 -0.200 0.076 0.16
Ca -8.209806 -0.294543 -3.286873 0.664 -1.641 0.632 1.72
C 5.248203 -5.867403 4.166523 0.017 0.141 -0.057 -0.10
C 5.708310 -5.005606 5.161698 -0.012 0.041 -0.138 -0.10
C 6.009560 -3.679556 4.852424 -0.091 -0.102 -0.148 -0.09
C 5.841083 -3.212300 3.548659 -0.060 -0.159 0.074 -0.09
C 5.377378 -4.073186 2.554305 -0.064 -0.154 0.021 -0.11
C 5.084983 -5.401718 2.861638 0.059 0.136 0.261 -0.10
H 5.016778 -6.901692 4.407211 0.043 0.145 -0.023 0.10
H 5.833012 -5.367975 6.179059 -0.006 0.051 -0.162 0.10
H 6.374437 -3.010089 5.626628 -0.052 -0.095 -0.103 0.10
H 6.071134 -2.177645 3.308497 -0.012 -0.146 -0.017 0.10
H 5.244591 -3.708454 1.538683 0.080 -0.136 0.327 0.06
H 4.729009 -6.073545 2.085547 0.047 0.072 0.094 0.10
C -7.054482 2.608876 2.789395 0.390 -0.292 0.274 -0.04
C -7.681280 3.493387 1.725661 -0.784 -0.063 1.205 -0.75
O -6.960128 3.712279 0.712830 -0.571 0.018 -0.868 -0.08
O -8.847596 3.897333 1.992609 1.185 -0.241 -1.202 -0.03
H -6.047572 2.292013 2.501212 -0.056 0.076 0.013 0.06
H -6.987591 3.155741 3.734705 -0.123 -0.151 -0.096 0.08
H -7.668509 1.715678 2.938618 -0.040 0.140 0.126 0.07
Cl 1.236621 -3.581385 -2.011814 -0.108 -0.087 0.079 0.58
C 2.633678 -3.504990 -3.113105 0.415 0.043 -0.333 -0.62
C 3.894929 -3.028602 -2.410100 0.118 -0.548 -0.424 -0.52
Cl 3.792959 -1.315192 -1.933128 -1.536 -2.244 -2.841 0.91
H 2.369923 -2.854007 -3.952555 0.031 -0.075 0.267 0.07
H 2.785410 -4.516316 -3.502271 0.004 0.158 0.153 0.08
H 4.752232 -3.118475 -3.083035 -0.162 -0.018 0.017 0.09
H 4.102850 -3.618518 -1.512072 -0.081 0.230 -0.051 0.08
```
Forces are in eV/Å.

Results
- HOMO: -9.719 eV
- Lowest unoccupied orbital energy: -0.2805 hartree
- Total charge: +1
- Kohn-Sham gap: 2.09 eV
- 2S+1: 1

F_max for the records above, in order: 0.12584, 0.07580, 0.23135 Eh/bohr